(1)
A molecular structure, C27H46BBr2ClF5N3O12S at a distorted geometry, computed with wB97M-V/def2-TZVPD.

Results
- HOMO energy (eV) = -9.01
- E_tot (eV) = -235478.3146
- gap between HOMO and LUMO (eV) = 8.8811
- lowest unoccupied orbital energy (Ha) = -0.0046

```
! RIJCOSX wB97M-V def2-TZVPD def2/J DEFGRID3
* xyz 0 1
C 5.41 2.14 2.94
C 4.89 1.22 2.13
C 4.19 0.17 1.07
Cl 4.86 -1.45 1.77
C 4.96 0.50 -0.31
C 4.67 1.94 -0.95
O 4.57 3.06 -0.37
Br 4.51 2.01 -2.97
O 2.84 0.40 1.21
C 1.79 -0.33 0.61
C 1.95 -1.84 0.18
C 2.96 -2.21 -1.02
C 2.61 -3.78 -1.41
S 1.15 -3.93 -2.54
O 0.01 -4.51 -1.68
O 0.66 -2.63 -3.14
O 1.46 -5.14 -3.71
C 1.32 0.54 -0.71
O 1.56 1.99 -0.52
N 1.24 2.56 -1.70
O 1.40 3.75 -1.64
C 0.60 -0.30 1.79
Br 1.77 -0.76 3.43
C 0.13 1.17 2.22
C -0.93 1.97 1.34
C -0.73 3.58 1.58
C -1.98 4.13 2.48
F -2.04 3.38 3.73
F -1.75 5.52 2.89
C -3.39 4.13 1.69
F -3.23 3.95 0.27
F -4.23 5.28 1.98
F -4.18 2.99 2.14
N -0.34 -1.40 1.80
C -1.67 -1.28 1.17
C -1.77 -1.40 -0.43
C -2.60 -0.17 -1.14
O -3.86 0.13 -0.46
C -4.98 -0.24 -1.29
C -5.31 0.66 -2.59
O -5.63 -1.28 -0.94
B -0.66 -1.95 3.20
O -1.42 -1.16 4.20
N -0.31 -3.36 3.64
C 0.30 -4.15 2.53
C -1.60 -4.02 4.11
H 6.13 2.96 3.32
H 4.86 -0.27 -1.14
H 6.09 0.51 -0.03
H 0.97 -2.39 -0.14
H 2.32 -2.44 1.11
H 2.83 -1.64 -2.00
H 4.08 -2.23 -0.77
H 3.54 -4.27 -1.90
H 2.47 -4.32 -0.39
H 0.60 -5.15 -4.24
H 1.92 0.27 -1.65
H 0.21 0.43 -0.95
H 1.06 1.87 2.36
H -0.31 1.08 3.30
H -0.92 1.82 0.21
H -2.01 1.75 1.75
H -0.69 4.18 0.59
H 0.21 3.84 2.18
H -2.28 -2.19 1.57
H -2.32 -0.37 1.52
H -2.37 -2.35 -0.72
H -0.78 -1.47 -1.00
H -2.89 -0.59 -2.19
H -1.94 0.75 -1.36
H -4.37 1.08 -3.12
H -5.96 1.58 -2.31
H -5.90 -0.03 -3.32
H -2.30 -0.90 3.83
H -0.24 -4.02 1.51
H 0.27 -5.27 2.87
H 1.43 -3.88 2.49
H -1.73 -5.09 3.66
H -1.62 -4.08 5.27
H -2.55 -3.44 3.77
C 9.49 0.81 -2.75
C 8.03 1.01 -2.42
O 7.67 0.22 -1.29
H 9.70 -0.25 -2.95
H 9.78 1.40 -3.62
H 10.12 1.10 -1.90
H 7.40 0.70 -3.26
H 7.82 2.06 -2.20
H 8.23 0.51 -0.55
C -10.26 2.28 -2.38
C -9.01 1.42 -2.45
O -8.03 1.92 -1.55
H -10.02 3.32 -2.63
H -11.02 1.92 -3.07
H -10.67 2.28 -1.37
H -8.59 1.44 -3.45
H -9.24 0.38 -2.19
H -8.41 1.89 -0.66
*
```

=====

(2)
A molecular structure, C27H46GeN5O4SSi3Ti at a distorted geometry, computed with wB97M-V/def2-TZVPD.

Results
- HOMO energy (spin up / spin down) (eV) = -5.45 / -8.13
- E_tot (eV) = -158488.5939
- gap between HOMO and LUMO (spin up / spin down) (eV) = 5.7428 / 7.2750
- relative energy (zero: lowest compared OMol25 entry of this formula, charge and spin) (kcal/mol) = 48.9
- <S²> = 3.769
- lowest unoccupied orbital energy (spin up / spin down) (Ha) = 0.0107 / -0.0315

```
! RIJCOSX wB97M-V def2-TZVPD def2/J DEFGRID3
* xyz 0 4
Ti -1.21 -0.41 -1.09
C 0.69 4.17 5.93
C 0.12 3.38 4.79
C 0.79 2.27 4.28
C 0.26 1.54 3.23
C -0.96 1.90 2.70
C -1.66 3.00 3.19
C -1.11 3.73 4.23
S -1.63 1.01 1.35
O -1.26 -0.38 1.58
O -3.03 1.36 1.26
N -0.78 1.40 0.04
C -1.32 2.02 -1.10
C -2.11 3.17 -1.12
C -2.55 3.62 -2.33
C -2.20 2.93 -3.49
C -1.43 1.80 -3.39
N -0.98 1.33 -2.22
H 1.77 4.07 5.98
H 0.28 3.82 6.88
H 0.44 5.23 5.84
H 1.75 1.98 4.71
H 0.80 0.68 2.83
H -2.62 3.25 2.77
H -1.65 4.59 4.62
H -2.36 3.66 -0.19
H -3.17 4.51 -2.39
H -2.52 3.27 -4.47
H -1.14 1.23 -4.26
C -1.98 -3.61 -3.15
C -1.46 -2.38 -2.49
O -1.70 -1.23 -2.97
O -0.82 -2.45 -1.39
H -1.68 -3.61 -4.20
H -3.07 -3.58 -3.11
H -1.62 -4.50 -2.65
C 4.27 1.19 0.58
Si 2.56 1.47 -0.13
C 1.90 2.94 0.81
C 2.74 2.03 -1.89
Ge 1.25 -0.57 -0.15
Si 2.07 -1.75 -2.12
C 1.62 -3.51 -2.49
C 3.94 -1.76 -1.90
C 1.65 -0.81 -3.68
Si 1.72 -2.09 1.65
C 3.53 -1.90 2.05
C 1.43 -3.80 0.98
C 0.81 -1.96 3.26
H 4.71 2.16 0.82
H 4.94 0.68 -0.12
H 4.24 0.60 1.50
H 2.43 3.81 0.43
H 2.09 2.86 1.89
H 0.82 3.10 0.67
H 3.09 3.07 -1.91
H 1.79 1.98 -2.43
H 3.46 1.42 -2.43
H 1.37 -4.11 -1.61
H 2.47 -3.97 -3.00
H 0.76 -3.55 -3.16
H 4.22 -2.53 -1.18
H 4.32 -0.81 -1.53
H 4.43 -1.98 -2.86
H 0.65 -0.38 -3.62
H 1.67 -1.49 -4.53
H 2.35 0.00 -3.87
H 4.16 -1.88 1.16
H 3.85 -2.74 2.68
H 3.71 -0.97 2.60
H 2.28 -4.12 0.36
H 0.53 -3.83 0.36
H 1.32 -4.51 1.80
H 1.29 -1.25 3.94
H 0.83 -2.95 3.74
H -0.24 -1.66 3.14
N -6.39 -0.79 -1.82
C -5.28 -1.33 -1.21
C -4.07 -0.62 -1.19
N -3.00 -1.09 -0.52
C -3.17 -2.25 0.16
C -4.35 -2.94 0.08
N -5.42 -2.50 -0.62
H -6.26 -0.11 -2.55
H -7.15 -1.44 -1.95
H -3.98 0.33 -1.70
H -2.35 -2.59 0.76
H -4.46 -3.89 0.59
*
```

=====

(3)
A molecular structure, C27H46N4O9PdS2 at a distorted geometry, computed with wB97M-V/def2-TZVPD.

Results
- HOMO energy (eV) = -14.01
- E_tot (eV) = -78260.4582
- gap between HOMO and LUMO (eV) = 2.1549
- lowest unoccupied orbital energy (Ha) = -0.4357

```
! RIJCOSX wB97M-V def2-TZVPD def2/J DEFGRID3
* xyz 2 1
C -2.55 4.08 1.68
C -2.86 2.73 1.01
C -1.59 1.87 0.84
C -1.65 0.34 0.86
O -2.59 -0.15 1.84
C -2.69 0.53 2.95
N -2.78 1.13 3.94
C -0.21 -0.22 1.19
C 0.22 0.01 2.65
S -0.35 -1.37 3.68
C 1.03 -1.73 4.77
C 2.15 -2.55 4.13
C 0.92 0.24 0.21
C 1.89 -0.92 -0.08
C 3.12 -1.07 0.83
C 4.44 -0.57 0.21
C 4.81 -1.52 -0.90
O 5.41 -2.55 -0.71
O 4.28 -1.21 -2.12
C 4.26 -2.30 -3.04
C 5.28 -2.15 -4.15
C 1.63 1.54 0.59
C 2.03 2.36 -0.64
O 2.91 2.00 -1.39
N 1.29 3.57 -0.82
C 2.11 4.75 -0.48
C 0.66 3.68 -2.13
O 0.26 0.59 -1.13
S -0.88 -0.25 -1.70
O -0.34 -1.60 -2.11
O -1.25 0.42 -2.93
C -2.21 -0.33 -0.47
C -3.34 0.47 -1.21
C -4.66 0.53 -0.40
C -5.82 -0.05 -1.18
N -5.94 0.44 -2.52
O -6.59 -0.82 -0.66
C -2.78 -1.78 -0.39
C -2.20 -2.87 0.53
C -1.11 -3.76 -0.03
N -1.48 -4.62 -1.02
O 0.01 -3.77 0.46
H -2.53 4.88 0.94
H -3.31 4.34 2.40
H -1.57 4.08 2.16
H -3.65 2.21 1.53
H -3.25 2.96 0.01
H -1.05 2.22 -0.04
H -0.96 2.15 1.69
H -0.23 -1.30 1.09
H 1.30 0.08 2.77
H -0.22 0.91 3.08
H 1.38 -0.80 5.22
H 0.55 -2.30 5.57
H 1.88 -2.86 3.12
H 2.34 -3.46 4.70
H 3.07 -1.97 4.05
H 2.26 -0.80 -1.10
H 1.31 -1.84 -0.07
H 3.29 -2.13 1.01
H 2.97 -0.62 1.81
H 4.39 0.47 -0.11
H 5.24 -0.67 0.94
H 4.34 -3.25 -2.52
H 3.24 -2.27 -3.51
H 4.98 -2.69 -5.04
H 5.36 -1.09 -4.41
H 6.25 -2.51 -3.82
H 1.01 2.18 1.20
H 2.54 1.31 1.14
H 2.64 4.57 0.45
H 1.44 5.59 -0.31
H 2.81 4.99 -1.28
H -0.18 2.99 -2.21
H 1.36 3.45 -2.94
H 0.28 4.69 -2.25
H -3.55 -0.08 -2.12
H -3.01 1.47 -1.49
H -4.92 1.57 -0.22
H -4.63 -0.01 0.54
H -6.89 0.74 -2.67
H -5.75 -0.31 -3.17
H -3.84 -1.70 -0.16
H -2.77 -2.16 -1.41
H -3.01 -3.53 0.83
H -1.82 -2.47 1.46
H -2.29 -4.39 -1.58
H -0.71 -5.00 -1.55
Pd 0.82 -0.68 -3.56
*
```

=====

(4)
A molecular structure, C27H47AsCl3NOScSi3, computed with wB97M-V/def2-TZVPD.

Results
- HOMO energy (eV) = -10.59
- E_tot (eV) = -175040.0770
- gap between HOMO and LUMO (eV) = 7.8427
- lowest unoccupied orbital energy (Ha) = -0.1008

```
! RIJCOSX wB97M-V def2-TZVPD def2/J DEFGRID3
* xyz 1 1
Sc -0.10 -0.21 -1.40
Cl -2.88 -4.97 -6.34
C -2.20 -4.13 -4.99
C -1.85 -2.79 -5.13
C -1.30 -2.17 -4.02
Cl -0.82 -0.49 -4.10
C -1.09 -2.78 -2.79
O -0.57 -2.09 -1.79
C -1.45 -4.13 -2.71
Cl -1.20 -4.97 -1.23
C -2.00 -4.79 -3.79
H -1.99 -2.27 -6.06
H -2.28 -5.84 -3.70
C -1.85 -1.17 4.36
Si -0.94 -1.76 2.84
C 0.87 -1.99 3.18
C -1.72 -3.29 2.14
As -1.06 -0.07 1.18
Si -3.23 0.14 0.27
C -2.88 1.01 -1.36
C -3.88 -1.57 -0.09
C -4.40 1.16 1.29
Si -0.52 1.97 2.27
C 1.13 1.71 3.11
C -0.49 3.32 0.99
C -1.80 2.34 3.59
H -1.96 -2.02 5.04
H -2.85 -0.79 4.15
H -1.30 -0.39 4.90
H 1.00 -2.76 3.95
H 1.34 -1.07 3.55
H 1.41 -2.31 2.29
H -1.42 -4.15 2.74
H -1.41 -3.48 1.11
H -2.81 -3.24 2.16
H -2.35 0.37 -2.09
H -2.33 1.95 -1.25
H -3.81 1.24 -1.89
H -3.09 -2.26 -0.41
H -4.62 -1.51 -0.90
H -4.38 -2.00 0.78
H -4.02 2.17 1.47
H -4.61 0.69 2.26
H -5.35 1.26 0.76
H 1.81 1.08 2.55
H 0.98 1.27 4.10
H 1.61 2.68 3.25
H 0.18 3.08 0.17
H -0.14 4.24 1.47
H -1.49 3.52 0.59
H -1.52 1.88 4.54
H -2.81 2.03 3.35
H -1.82 3.43 3.75
C 3.49 -2.63 0.63
C 3.35 -1.14 0.50
C 4.19 -0.27 1.18
C 4.10 1.10 0.98
C 5.01 2.04 1.74
C 3.17 1.62 0.09
C 2.32 0.79 -0.65
C 2.43 -0.59 -0.40
N 1.32 1.21 -1.54
C 1.54 2.24 -2.58
C 0.16 2.65 -3.09
C 2.24 3.52 -2.13
C 2.37 1.62 -3.72
H 3.81 -2.91 1.64
H 4.24 -3.00 -0.06
H 2.56 -3.15 0.41
H 4.92 -0.67 1.87
H 5.54 1.52 2.54
H 4.44 2.86 2.18
H 5.76 2.48 1.07
H 3.09 2.70 0.00
H 1.86 -1.34 -0.97
H -0.36 3.27 -2.36
H -0.49 1.80 -3.32
H 0.24 3.22 -4.02
H 1.78 3.95 -1.25
H 2.16 4.26 -2.94
H 3.31 3.37 -1.95
H 1.85 0.78 -4.17
H 3.33 1.26 -3.33
H 2.57 2.36 -4.50
*
```

=====

(5)
A molecular structure, C27H47AsN3O2PS2Si3W at a distorted geometry, computed with wB97M-V/def2-TZVPD.

Results
- HOMO energy (spin up / spin down) (eV) = -13.00 / -13.64
- E_tot (eV) = -154574.5152
- gap between HOMO and LUMO (spin up / spin down) (eV) = 6.4887 / 6.5710
- relative energy (zero: lowest compared OMol25 entry of this formula, charge and spin) (kcal/mol) = 81.8
- <S²> = 2.023
- lowest unoccupied orbital energy (spin up / spin down) (Ha) = -0.2395 / -0.2598

```
! RIJCOSX wB97M-V def2-TZVPD def2/J DEFGRID3
* xyz 2 3
W -1.06 0.98 0.50
N -0.75 3.91 0.35
C -2.18 4.18 0.61
C -2.58 2.71 0.58
O -2.44 2.04 1.63
O -2.36 2.10 -0.53
H -0.18 4.52 0.93
H -0.56 4.09 -0.63
H -2.68 4.78 -0.14
H -2.34 4.61 1.59
S -0.22 -1.19 1.40
P -0.52 -2.03 -0.45
S -1.21 -0.53 -1.63
C -1.68 -3.37 -0.31
C -1.38 -4.44 0.55
C -2.25 -5.50 0.65
C -3.42 -5.52 -0.10
C -3.72 -4.46 -0.95
C -2.85 -3.39 -1.06
C 1.02 -2.68 -1.08
C 1.98 -3.17 -0.20
C 3.11 -3.80 -0.70
C 3.28 -3.94 -2.07
C 2.33 -3.44 -2.95
C 1.19 -2.82 -2.46
H -0.47 -4.44 1.13
H -2.02 -6.33 1.30
H -4.10 -6.36 -0.02
H -4.63 -4.48 -1.54
H -3.08 -2.56 -1.72
H 1.86 -3.07 0.87
H 3.86 -4.19 -0.02
H 4.16 -4.44 -2.46
H 2.46 -3.55 -4.02
H 0.45 -2.44 -3.15
C -4.65 0.46 -1.05
C -4.26 -0.22 0.22
N -3.07 -0.35 0.81
C -3.28 -1.08 1.96
C -4.58 -1.42 2.06
N -5.18 -0.88 0.95
H -3.90 0.30 -1.82
H -4.78 1.53 -0.92
H -5.59 0.06 -1.41
H -2.48 -1.34 2.63
H -5.12 -2.00 2.78
H -6.16 -0.94 0.70
C 3.59 -0.68 1.56
Si 3.52 0.59 0.20
C 4.37 2.17 0.62
C 4.11 -0.20 -1.35
As 1.24 1.13 -0.38
Si 0.08 1.84 2.84
C -0.45 0.55 4.06
C -0.64 3.43 3.47
C 1.90 2.03 2.94
Si 1.37 2.14 -2.52
C 1.50 0.76 -3.74
C -0.14 3.13 -2.91
C 2.82 3.27 -2.51
H 4.17 -1.53 1.20
H 2.61 -1.05 1.85
H 4.08 -0.28 2.45
H 5.35 2.17 0.13
H 4.52 2.23 1.70
H 3.85 3.08 0.30
H 5.08 -0.63 -1.11
H 4.24 0.47 -2.20
H 3.45 -1.01 -1.66
H -1.49 0.23 3.93
H -0.38 1.00 5.06
H 0.18 -0.34 4.06
H -1.73 3.47 3.48
H -0.26 4.35 3.01
H -0.31 3.45 4.51
H 2.42 1.09 2.77
H 2.13 2.36 3.97
H 2.29 2.79 2.26
H 0.50 0.51 -4.10
H 1.96 -0.16 -3.37
H 2.10 1.11 -4.59
H -1.07 2.74 -2.48
H -0.27 3.12 -3.99
H -0.04 4.19 -2.62
H 3.79 2.80 -2.36
H 2.72 4.07 -1.77
H 2.84 3.75 -3.50
*
```